No. 1
The following is a DFT calculation (ωB97M-V/def2-TZVPD) of one molecule with the formula C5H8O at a distorted geometry.

Values from the calculation:
Molecular weight   84.12 g/mol
E_HOMO   -0.349 hartree
Largest force on an atom   1.66 eV Å⁻¹
2S+1   1
SMILES   CC#CCCO
Total energy   -270.4567 hartree

```
14
C5H8O | the Open Molecules 2025 dataset | ωB97M-V/def2-TZVPD
C -1.33 2.08 -1.47
C -0.74 1.20 -0.51
C -0.21 0.22 -0.05
C 0.73 -0.26 0.95
C 0.82 -1.75 1.13
O 1.12 -2.39 -0.09
H -1.91 1.25 -1.89
H -2.06 2.83 -1.15
H -0.56 2.55 -2.10
H 1.70 0.15 0.65
H 0.42 0.25 1.87
H 1.64 -1.97 1.82
H -0.11 -2.13 1.57
H 0.51 -2.02 -0.74
```

List of Mulliken charges in e, atom by atom: atom 1 (C): -1.0474, atom 2 (C): 0.0598, atom 3 (C): -0.0963, atom 4 (C): -0.1967, atom 5 (C): -0.4444, atom 6 (O): -0.4909, atom 7 (H): 0.2602, atom 8 (H): 0.3035, atom 9 (H): 0.2433, atom 10 (H): 0.2204, atom 11 (H): 0.2983, atom 12 (H): 0.2967, atom 13 (H): 0.2583, atom 14 (H): 0.3352

No. 2
The following is a DFT calculation (ωB97M-V/def2-TZVPD) of an isolated ion of composition CH4Cl2PS and charge +1 at a distorted geometry.

Values from the calculation:
Molecular weight   149.99 g/mol
E_HOMO (alpha / beta)   -0.570 / -0.570 hartree
Largest force on an atom   3.89 eV Å⁻¹
2S+1   1
Total energy   -1700.1266 hartree
Charge   +1

```
9
CH4Cl2PS | the Open Molecules 2025 dataset | ωB97M-V/def2-TZVPD
C -0.02 0.33 0.55
P 0.90 0.12 -0.94
S -0.52 -0.63 -2.29
Cl 2.40 -1.06 -0.65
Cl 1.91 2.47 -1.49
H -0.84 1.10 0.46
H 0.64 0.78 1.31
H -0.38 -0.54 1.15
H 0.36 -1.20 -3.34
```

List of Mulliken charges in e, atom by atom: atom 1 (C): -0.8870, atom 2 (P): 0.7780, atom 3 (S): -0.1380, atom 4 (Cl): -0.0111, atom 5 (Cl): -0.1386, atom 6 (H): 0.3660, atom 7 (H): 0.3591, atom 8 (H): 0.3919, atom 9 (H): 0.2796

No. 3
The following is a DFT calculation (ωB97M-V/def2-TZVPD) of one molecule with the formula C14H12N4OS at a distorted geometry.

Values from the calculation:
Molecular weight   284.34 g/mol
E_HOMO   -0.341 hartree
Largest force on an atom   2.90 eV Å⁻¹
2S+1   1
SMILES   Cc1scc(C(=O)Nn2cnnc2)c1-c1ccccc1
Total energy   -1233.1020 hartree

```
32
C14H12N4OS | the Open Molecules 2025 dataset | ωB97M-V/def2-TZVPD
C -3.05 1.80 -1.81
C -2.78 1.11 -0.52
S -4.01 0.93 0.72
C -2.95 -0.06 1.65
C -1.67 -0.20 1.12
C -0.62 -0.91 1.85
O -0.82 -1.21 3.01
N 0.61 -1.23 1.24
N 1.79 -1.46 2.01
C 2.58 -2.57 1.98
N 3.54 -2.48 2.87
N 3.40 -1.25 3.47
C 2.37 -0.65 2.98
C -1.61 0.44 -0.20
C -0.41 0.49 -1.07
C -0.02 -0.58 -1.89
C 1.19 -0.56 -2.61
C 1.97 0.60 -2.57
C 1.56 1.71 -1.81
C 0.38 1.67 -1.06
H -3.81 1.25 -2.32
H -3.27 2.86 -1.61
H -2.15 1.79 -2.44
H -3.21 -0.37 2.67
H 0.75 -0.85 0.29
H 2.37 -3.41 1.31
H 1.94 0.30 3.29
H -0.63 -1.46 -1.94
H 1.44 -1.41 -3.25
H 2.88 0.64 -3.15
H 2.17 2.58 -1.80
H 0.08 2.50 -0.41
```

List of Mulliken charges in e, atom by atom: atom 1 (C): -1.2170, atom 2 (C): 0.7506, atom 3 (S): -0.2036, atom 4 (C): -0.8243, atom 5 (C): 0.1712, atom 6 (C): 0.4911, atom 7 (O): -0.6182, atom 8 (N): -0.3426, atom 9 (N): 0.0944, atom 10 (C): 0.0803, atom 11 (N): -0.4879, atom 12 (N): -0.4474, atom 13 (C): -0.0031, atom 14 (C): -0.1413, atom 15 (C): -0.5624, atom 16 (C): 0.1328, atom 17 (C): -0.4653, atom 18 (C): -0.3698, atom 19 (C): -0.8118, atom 20 (C): 0.0602, atom 21 (H): 0.3595, atom 22 (H): 0.3329, atom 23 (H): 0.3430, atom 24 (H): 0.4820, atom 25 (H): 0.2492, atom 26 (H): 0.3995, atom 27 (H): 0.4303, atom 28 (H): 0.4031, atom 29 (H): 0.3976, atom 30 (H): 0.4122, atom 31 (H): 0.4092, atom 32 (H): 0.4955

No. 4
The following is a DFT calculation (ωB97M-V/def2-TZVPD) of a 5-piece molecular cluster, H10O5 overall.

Values from the calculation:
Molecular weight   90.07 g/mol
E_HOMO   -0.395 hartree
Largest force on an atom   0.34 eV Å⁻¹
2S+1   1
SMILES   O.O.O.O.O
Total energy   -382.1954 hartree

```
15
H10O5 | the Open Molecules 2025 dataset | ωB97M-V/def2-TZVPD
O 6.06 10.80 -42.16
H 6.00 11.65 -41.69
H 6.18 10.15 -41.46
O 9.03 12.44 -40.00
H 8.13 12.71 -40.25
H 8.92 11.82 -39.29
O 6.25 13.29 -40.46
H 5.86 13.97 -41.02
H 5.80 13.40 -39.61
O 4.20 15.68 -40.37
H 4.29 16.59 -40.05
H 4.04 15.76 -41.32
O 4.15 13.79 -38.25
H 4.60 14.31 -37.59
H 4.00 14.38 -39.00
```

List of Mulliken charges in e, atom by atom: atom 1 (O): -0.6373, atom 2 (H): 0.3777, atom 3 (H): 0.3008, atom 4 (O): -0.6368, atom 5 (H): 0.3778, atom 6 (H): 0.2984, atom 7 (O): -0.7371, atom 8 (H): 0.3141, atom 9 (H): 0.3721, atom 10 (O): -0.6384, atom 11 (H): 0.2941, atom 12 (H): 0.3105, atom 13 (O): -0.6796, atom 14 (H): 0.3181, atom 15 (H): 0.3659

Sequential ΔE to the lowest compared entry with this formula, charge and spin output: 265.7 198.2 213.7 75.5 kJ/mol